Entry 1:
187
Properties=species:S:1:pos:R:3:lowdin_charge:R:1 method="wB97M-V/def2-TZVPD" orbital_gap_ev=8.753 multiplicity=1 homo_energy_ev=-8.583
C -1.35 6.07 -3.37 -0.67
O -1.58 6.22 -4.57 0.01
N -0.51 5.10 -2.87 0.14
N -1.94 6.76 -2.35 0.14
H 0.26 4.76 -3.53 0.13
H -0.30 4.92 -1.89 0.06
H -2.23 6.14 -1.61 0.06
H -2.76 7.20 -2.69 0.08
C 2.73 -2.20 -0.61 -0.61
O 2.59 -1.07 -0.13 -0.03
N 3.54 -2.54 -1.67 0.17
N 2.06 -3.25 -0.04 0.19
H 3.17 -3.39 -2.18 0.11
H 3.93 -1.84 -2.28 0.06
H 1.53 -3.10 0.80 0.11
H 2.33 -4.17 -0.28 0.09
C -2.51 0.87 -3.84 -0.61
O -3.26 -0.07 -4.06 0.00
N -2.31 1.86 -4.77 0.15
N -1.71 0.98 -2.69 0.16
H -3.12 1.93 -5.38 0.11
H -2.09 2.78 -4.31 0.12
H -1.35 0.03 -2.36 0.08
H -0.82 1.37 -2.85 0.02
C 1.33 4.55 1.97 -0.70
O 1.23 3.35 1.89 -0.01
N 2.46 5.13 2.58 0.17
N 0.39 5.29 1.41 0.17
H 3.08 4.51 3.11 0.09
H 2.67 6.09 2.77 0.09
H 0.43 6.28 1.48 0.10
H -0.44 4.96 0.88 0.04
C -4.42 -3.81 -0.08 -0.53
O -3.44 -4.56 -0.24 -0.04
N -5.16 -3.27 -1.23 0.18
N -4.84 -3.35 1.18 0.17
H -5.73 -2.58 -0.83 0.04
H -5.50 -3.93 -1.86 0.03
H -4.36 -3.55 2.05 0.09
H -5.62 -2.69 1.21 0.07
C -2.34 3.28 -0.06 -0.62
O -1.66 4.32 0.14 -0.08
N -1.77 2.17 0.37 0.20
N -3.55 3.41 -0.65 0.20
H -0.78 2.36 0.51 0.10
H -2.00 1.24 0.00 0.07
H -4.15 2.60 -0.78 0.10
H -3.91 4.32 -0.49 0.10
C 1.38 0.94 -3.87 -0.63
O 1.13 1.88 -3.08 -0.04
N 1.93 -0.22 -3.46 0.23
N 1.09 1.18 -5.22 0.15
H 2.04 -1.14 -3.84 0.06
H 2.19 -0.19 -2.51 0.06
H 0.81 0.29 -5.65 0.10
H 0.35 1.89 -5.26 0.09
C -4.99 0.74 2.13 -0.58
O -4.98 1.15 0.92 -0.08
N -3.89 1.11 2.91 0.17
N -6.04 -0.02 2.53 0.18
H -3.03 1.39 2.39 0.09
H -3.79 0.66 3.78 0.06
H -6.70 -0.21 1.81 0.03
H -6.24 -0.37 3.49 0.14
C 6.06 -0.06 -3.33 -0.68
O 6.44 -1.05 -3.93 0.00
N 5.50 -0.21 -2.08 0.13
N 6.16 1.21 -3.90 0.15
H 6.07 -0.95 -1.65 0.11
H 5.43 0.61 -1.43 0.10
H 6.16 1.16 -4.92 0.11
H 5.59 1.95 -3.48 0.07
C -0.93 -0.81 0.11 -0.73
O -0.71 -1.11 -1.04 0.01
N 0.06 -0.43 0.92 0.22
N -2.15 -0.72 0.66 0.16
H 0.99 -0.49 0.58 0.05
H -0.09 -0.19 1.87 0.07
H -2.83 -1.21 0.07 0.11
H -2.28 -0.90 1.68 0.10
C -0.98 -4.93 2.83 -0.68
O -0.25 -4.79 3.83 -0.01
N -1.27 -6.18 2.40 0.18
N -1.51 -3.96 2.15 0.21
H -0.87 -6.89 2.95 0.09
H -1.89 -6.46 1.68 0.09
H -1.25 -3.04 2.45 0.06
H -1.94 -4.24 1.29 0.07
C -2.32 3.46 4.83 -0.69
O -2.24 2.33 5.23 0.00
N -3.29 4.27 5.35 0.15
N -1.32 4.00 4.08 0.18
H -3.25 5.29 5.28 0.11
H -3.59 3.90 6.23 0.10
H -1.44 4.78 3.44 0.10
H -0.65 3.33 3.71 0.09
C -3.95 -5.78 -4.38 -0.64
O -4.99 -6.10 -4.94 0.00
N -2.84 -5.35 -5.08 0.15
N -4.01 -5.64 -2.98 0.17
H -2.28 -4.61 -4.68 0.03
H -3.17 -5.16 -6.04 0.11
H -3.24 -5.39 -2.39 0.03
H -4.72 -6.22 -2.62 0.08
C 3.35 2.74 -1.10 -0.65
O 4.33 2.80 -1.80 0.02
N 2.55 3.86 -1.02 0.16
N 2.95 1.65 -0.27 0.16
H 2.87 4.67 -1.50 0.10
H 1.84 3.97 -0.23 0.09
H 3.23 0.80 -0.78 0.05
H 1.95 1.60 -0.17 0.07
C -6.58 -2.10 -4.06 -0.64
O -7.26 -1.17 -3.67 0.00
N -6.94 -3.44 -4.11 0.16
N -5.30 -1.87 -4.56 0.16
H -6.48 -4.03 -4.80 0.09
H -7.90 -3.61 -3.85 0.10
H -4.83 -1.03 -4.27 0.04
H -4.69 -2.69 -4.49 0.08
C -0.51 -1.37 4.59 -0.62
O -0.83 -1.41 3.40 -0.02
N 0.19 -2.41 5.16 0.14
N -0.69 -0.28 5.42 0.17
H -0.24 -2.66 6.07 0.12
H 0.11 -3.26 4.58 0.05
H -1.02 0.62 5.04 0.06
H 0.02 -0.13 6.14 0.11
C -7.91 -1.04 -0.35 -0.67
O -7.86 -1.52 0.83 -0.06
N -7.13 -0.03 -0.69 0.20
N -8.78 -1.51 -1.30 0.17
H -6.40 0.32 -0.09 0.05
H -7.16 0.27 -1.64 0.10
H -9.15 -2.44 -1.07 0.12
H -8.47 -1.32 -2.22 0.03
C 2.68 1.62 4.96 -0.06
C 3.36 0.83 3.96 -0.49
C 3.32 -0.65 4.34 -0.20
O 3.94 -0.90 5.56 -0.20
C 3.36 -1.95 6.31 -0.11
N 2.85 0.93 2.62 0.08
H 2.94 1.30 6.00 0.11
H 1.60 1.37 4.80 0.08
H 2.76 2.71 4.75 0.08
H 4.39 1.14 3.94 0.11
H 3.70 -1.37 3.62 0.13
H 2.26 -0.88 4.55 0.10
H 3.13 -2.88 5.73 0.10
H 2.44 -1.68 6.84 0.07
H 4.13 -2.19 7.02 0.08
H 3.43 0.60 1.89 0.04
H 2.51 1.82 2.31 0.01
C -0.53 -4.77 -2.44 -0.04
C -0.11 -3.49 -3.18 -0.43
C 0.93 -3.83 -4.26 -0.21
O 1.50 -2.67 -4.77 -0.25
C 2.52 -2.84 -5.73 -0.09
N -1.29 -2.88 -3.80 0.08
H -0.90 -5.53 -3.14 0.08
H -1.45 -4.48 -1.83 0.08
H 0.15 -5.19 -1.79 0.04
H 0.48 -2.80 -2.54 0.11
H 0.49 -4.50 -4.98 0.13
H 1.75 -4.26 -3.67 0.12
H 3.34 -3.34 -5.21 0.09
H 2.87 -1.84 -6.08 0.10
H 2.26 -3.45 -6.63 0.11
H -1.86 -2.56 -3.02 0.07
H -0.92 -2.03 -4.21 0.07
C 8.61 3.45 4.51 -0.06
C 8.90 2.99 3.06 -0.38
C 7.63 2.37 2.38 -0.17
O 6.71 3.43 2.08 -0.21
C 5.35 3.02 1.92 -0.09
N 9.51 4.06 2.22 0.03
H 8.11 2.73 5.15 0.07
H 8.02 4.37 4.61 0.08
H 9.58 3.55 4.97 0.06
H 9.63 2.22 3.06 0.11
H 7.25 1.77 3.16 0.09
H 7.63 1.84 1.44 0.11
H 5.37 2.13 1.29 0.07
H 4.83 3.72 1.24 0.09
H 4.89 2.76 2.85 0.06
H 8.80 4.65 1.78 0.07
H 10.18 3.68 1.58 0.06


Entry 2:
61
Properties=species:S:1:pos:R:3:lowdin_charge:R:1 method="wB97M-V/def2-TZVPD" relative_energy_kj_mol=209.2 orbital_gap_ev=6.509 multiplicity=1 homo_energy_ev=-5.565 charge=-1
Ta -0.23 -0.70 -1.50 1.90
Br 0.58 3.05 -7.31 0.69
C 1.02 1.92 -5.86 -0.76
C 2.20 1.18 -5.86 -0.75
Br 3.40 1.34 -7.31 0.70
C 2.50 0.32 -4.81 -0.64
Br 4.06 -0.72 -4.78 0.76
C 1.62 0.19 -3.73 -0.42
O 1.76 -0.61 -2.72 -0.18
C 0.45 0.98 -3.73 -0.37
O -0.31 0.77 -2.66 -0.32
C 0.15 1.82 -4.78 -0.64
Br -1.46 2.79 -4.67 0.77
O -0.97 -3.30 1.48 0.12
C -1.44 -2.62 0.59 -0.49
O -0.67 -1.98 -0.27 -0.25
C -2.90 -2.44 0.41 -0.13
C -3.70 -3.19 1.28 -0.02
C -5.08 -3.14 1.22 -0.09
C -5.68 -2.35 0.25 -0.09
C -4.91 -1.62 -0.63 -0.13
C -3.51 -1.64 -0.57 -0.52
S -2.73 -0.62 -1.77 0.77
H -3.20 -3.80 2.01 0.12
H -5.68 -3.72 1.90 0.10
H -6.76 -2.31 0.18 0.10
H -5.38 -1.00 -1.38 0.09
N 3.05 3.56 7.77 0.15
C 2.72 3.09 6.78 -0.19
C 2.32 2.51 5.54 -0.24
C 1.27 1.60 5.49 -0.01
C 0.87 1.06 4.28 0.00
C 1.52 1.42 3.10 -0.19
C 2.58 2.32 3.15 -0.01
C 2.98 2.87 4.36 -0.01
C 1.09 0.87 1.79 -0.05
C 1.91 -0.06 1.18 -0.24
C 3.14 -0.58 1.68 -0.01
C 3.58 -1.49 0.76 -0.05
C 2.62 -1.51 -0.27 -0.12
N 1.64 -0.66 -0.03 -0.02
C -0.11 1.37 1.26 -0.24
C -0.85 2.44 1.83 -0.02
C -1.86 2.73 0.94 -0.07
C -1.71 1.84 -0.13 -0.18
N -0.68 1.01 0.05 -0.04
H 0.77 1.32 6.41 0.12
H 0.05 0.35 4.24 0.13
H 3.09 2.60 2.24 0.13
H 3.80 3.58 4.40 0.12
H 3.61 -0.30 2.61 0.11
H 4.48 -2.09 0.80 0.10
H 2.63 -2.11 -1.17 0.11
H -0.64 2.92 2.76 0.11
H -2.61 3.50 1.03 0.09
H -2.32 1.79 -1.02 0.06
F -0.23 -3.86 -4.40 0.20
B -0.42 -2.97 -3.40 -1.28
F 0.65 -2.93 -2.46 0.07
F -1.57 -3.18 -2.64 0.10
F -0.50 -1.62 -3.90 0.07


Entry 3:
61
Properties=species:S:1:pos:R:3:lowdin_charge:R:1 method="wB97M-V/def2-TZVPD" relative_energy_kj_mol=348.6 orbital_gap_ev="6.714 / 6.297" multiplicity=2 homo_energy_ev="-7.786 / -7.569" s_squared=0.76
Re -0.47 0.16 -1.37 1.18
Cl 5.61 -3.24 -1.93 0.67
C 4.77 -1.74 -1.77 -0.68
C 3.42 -1.69 -2.08 -0.04
C 2.69 -0.52 -1.96 -0.20
N 1.31 -0.49 -2.36 -0.03
C 1.13 -0.88 -3.65 -0.48
O 1.98 -1.12 -4.50 0.08
C -0.32 -1.06 -4.03 -0.17
C -0.66 -1.46 -5.30 0.03
C -1.99 -1.72 -5.59 -0.02
C -2.94 -1.57 -4.59 -0.04
C -2.53 -1.16 -3.34 -0.14
N -1.24 -0.89 -3.06 -0.07
C 3.35 0.64 -1.47 -0.24
C 4.71 0.60 -1.21 -0.05
C 5.42 -0.58 -1.35 -0.68
Cl 7.11 -0.59 -0.97 0.67
N 2.56 1.78 -1.30 0.18
C 1.56 1.51 -0.55 -0.52
O 0.35 2.00 -0.67 -0.24
C 1.57 0.43 0.51 -0.22
C 2.49 0.25 1.53 0.01
C 2.23 -0.73 2.47 -0.03
C 1.08 -1.51 2.35 -0.04
C 0.23 -1.30 1.29 -0.10
N 0.48 -0.33 0.40 -0.07
H 2.93 -2.59 -2.44 0.12
H 0.14 -1.57 -6.03 0.13
H -2.28 -2.03 -6.58 0.12
H -3.98 -1.76 -4.77 0.12
H -3.23 -1.02 -2.53 0.09
H 5.21 1.49 -0.87 0.12
H 3.37 0.87 1.57 0.13
H 2.91 -0.89 3.29 0.12
H 0.85 -2.28 3.08 0.12
H -0.66 -1.88 1.13 0.12
S -2.75 2.46 0.82 0.77
C -3.66 2.91 -0.60 -0.65
C -4.47 4.07 -0.75 -0.21
N -5.13 5.00 -0.84 0.19
C -3.44 1.92 -1.49 -0.57
S -2.47 0.77 -0.53 0.57
C -3.88 1.74 -2.82 -0.22
N -4.21 1.57 -3.91 0.19
N 0.31 2.87 2.28 0.12
C -0.21 1.95 3.12 -0.70
N -1.19 1.16 2.79 0.04
C -1.53 0.35 3.87 -0.33
C -2.54 -0.61 3.85 -0.03
C -2.75 -1.38 4.98 -0.09
C -1.97 -1.21 6.13 -0.10
C -0.97 -0.25 6.16 -0.09
C -0.77 0.52 5.03 -0.48
S 0.40 1.79 4.76 1.07
H 0.11 2.74 1.29 0.05
H 1.17 3.32 2.52 0.10
H -3.14 -0.74 2.96 0.11
H -3.53 -2.13 4.98 0.10
H -2.15 -1.82 7.00 0.10
H -0.37 -0.10 7.05 0.11